{"formula": "C34H29N2O6PtS5Se2", "method": "the ωB97M-V functional and the def2-TZVPD basis", "species": ["Pt", "S", "C", "C", "C", "C", "C", "C", "C", "C", "C", "N", "H", "H", "H", "H", "H", "H", "O", "C", "C", "C", "O", "C", "Se", "C", "Se", "H", "H", "H", "H", "H", "H", "H", "H", "H", "H", "O", "C", "C", "C", "C", "C", "S", "C", "C", "C", "C", "S", "C", "C", "C", "C", "S", "H", "H", "H", "H", "H", "H", "H", "H", "H", "O", "C", "N", "S", "O", "O", "C", "C", "C", "C", "C", "C", "H", "H", "H", "H"], "xyz": [[0.84, 1.02, 0.26], [5.20, 0.98, 0.99], [4.89, -0.34, -0.06], [3.57, -0.49, -0.35], [2.75, 0.50, 0.28], [3.51, 1.35, 1.04], [2.84, 2.38, 1.80], [3.43, 3.30, 2.66], [2.63, 4.15, 3.41], [1.25, 4.04, 3.29], [0.73, 3.13, 2.40], [1.50, 2.34, 1.65], [5.72, -0.95, -0.40], [3.19, -1.28, -0.99], [4.51, 3.32, 2.74], [3.07, 4.87, 4.08], [0.59, 4.66, 3.88], [-0.33, 3.01, 2.28], [1.08, -4.96, 2.46], [-0.07, -4.22, 2.01], [-0.80, -3.46, 3.14], [-1.37, -4.50, 4.12], [-0.38, -5.25, 4.81], [0.14, -2.53, 3.87], [0.97, -1.25, 2.65], [-1.93, -2.64, 2.56], [-1.32, -1.40, 1.16], [1.76, -4.30, 2.68], [-0.75, -4.95, 1.57], [0.22, -3.53, 1.23], [-2.03, -5.17, 3.56], [-1.97, -3.99, 4.89], [0.27, -5.53, 4.15], [0.93, -3.09, 4.37], [-0.40, -1.97, 4.64], [-2.42, -2.05, 3.34], [-2.68, -3.30, 2.10], [0.27, -0.49, -0.96], [0.25, -0.78, -2.32], [0.74, 0.33, -3.25], [1.70, 1.27, -3.02], [1.92, 2.12, -4.15], [1.14, 1.79, -5.21], [0.12, 0.46, -4.85], [1.18, -1.99, -2.52], [2.30, -2.11, -3.29], [2.96, -3.37, -3.11], [2.32, -4.16, -2.21], [0.93, -3.40, -1.57], [-1.17, -1.20, -2.73], [-1.54, -2.18, -3.60], [-2.95, -2.30, -3.74], [-3.62, -1.42, -2.94], [-2.55, -0.43, -2.05], [2.22, 1.37, -2.09], [2.63, 2.93, -4.15], [1.09, 2.25, -6.19], [2.64, -1.33, -3.95], [3.87, -3.64, -3.63], [2.60, -5.15, -1.88], [-0.82, -2.79, -4.14], [-3.44, -3.02, -4.39], [-4.69, -1.29, -2.84], [-2.90, 1.25, 1.66], [-2.42, 1.98, 0.82], [-1.20, 1.89, 0.19], [-1.02, 3.05, -0.97], [-1.18, 2.55, -2.30], [0.16, 3.83, -0.72], [-2.50, 3.94, -0.58], [-3.04, 5.08, -1.15], [-4.30, 5.48, -0.74], [-5.00, 4.74, 0.22], [-4.45, 3.59, 0.76], [-3.19, 3.20, 0.35], [-2.49, 5.63, -1.90], [-4.75, 6.37, -1.16], [-5.98, 5.06, 0.52], [-4.98, 2.99, 1.50]], "mulliken_charge": [0.973, -0.366, -0.412, -0.178, -0.747, 0.250, 1.331, -0.965, -0.389, -0.991, 0.111, 0.430, 0.477, 0.186, 0.423, 0.401, 0.448, 0.327, -0.688, 0.079, 1.244, -1.267, -0.602, -1.242, -0.044, -1.357, -0.276, 0.404, 0.578, -0.524, 0.444, 0.433, 0.444, 0.570, 0.453, 0.428, 0.536, -0.170, 3.008, -0.307, -0.251, -0.846, -0.660, -0.211, -0.708, -0.320, -0.609, -0.724, 0.047, -0.992, -0.269, -0.892, -0.581, 0.197, 0.273, 0.388, 0.403, 0.523, 0.363, 0.472, 0.571, 0.399, 0.464, -0.691, -0.362, -0.406, 1.434, -0.622, -0.790, 0.456, -0.847, -0.524, -0.502, -0.589, 0.190, 0.480, 0.386, 0.383, 0.513], "lumo_ev": 1.78, "gap_ev": 6.66, "total_energy_ev": -239110.859, "total_charge": -1}